No. 1
C22H25ClO7 | ωB97M-V with the def2-TZVPD basis set

Last column: Mulliken charge in e.
Positions of all 55 atoms, in Å:
C  -7.43373  -1.46995  0.97555  -1.046
C  -6.13751  -2.03117  1.55385  -0.419
O  -5.15270  -2.25785  0.56707  -0.468
C  -4.45901  -1.20830  0.04371  0.853
C  -4.53714  0.11381  0.46784  -0.269
C  -3.75752  1.08245  -0.14030  -0.815
C  -2.89545  0.76881  -1.17924  0.456
C  -2.03333  1.83668  -1.80591  -1.996
C  -0.84746  2.09634  -0.91647  -0.413
C  0.16093  1.14110  -0.84165  0.395
C  1.25390  1.30637  -0.00874  -0.637
C  2.37901  0.29936  0.09063  2.387
O  2.65285  0.01558  1.46450  -0.568
C  4.06272  0.00287  1.62720  -0.891
C  4.59679  0.11782  0.19196  1.441
C  5.90670  0.89952  0.07634  -0.889
O  5.78692  2.18418  0.61553  -0.566
O  3.55588  0.86291  -0.43372  -0.691
C  4.67427  -1.25767  -0.48862  -0.485
O  5.71223  -2.00215  0.08896  -0.587
C  3.32642  -1.98204  -0.34564  -0.020
O  3.33255  -3.08301  -1.22430  -0.596
C  2.13425  -1.04741  -0.63102  -0.598
O  0.93665  -1.67035  -0.24358  -0.557
C  1.35348  2.45715  0.76562  -1.367
C  0.36546  3.41805  0.70803  -0.965
C  -0.72822  3.23271  -0.12434  0.862
Cl  -1.94207  4.46592  -0.15076  -0.238
C  -2.81805  -0.55438  -1.59611  -0.102
C  -3.58704  -1.52891  -0.99778  -0.765
H  -8.17270  -1.36484  1.76528  0.352
H  -7.82037  -2.14551  0.21668  0.307
H  -7.26569  -0.49899  0.51612  0.334
H  -6.32212  -3.02037  1.98281  0.313
H  -5.74992  -1.38022  2.34743  0.330
H  -5.19461  0.40750  1.27113  0.355
H  -3.83022  2.10433  0.20221  0.396
H  -2.60980  2.75234  -1.93738  0.684
H  -1.68326  1.49842  -2.78249  0.446
H  0.05750  0.25000  -1.43800  0.231
H  4.38404  -0.91598  2.11867  0.365
H  4.37178  0.87142  2.21871  0.332
H  6.68208  0.37776  0.63834  0.373
H  6.19362  0.94033  -0.98301  0.358
H  5.02867  2.60536  0.18946  0.381
H  4.86036  -1.09827  -1.56307  0.475
H  5.66841  -2.89056  -0.28737  0.423
H  3.23164  -2.34525  0.69169  0.100
H  2.42769  -3.41426  -1.28386  0.413
H  2.07442  -0.87080  -1.71042  0.491
H  0.85360  -1.58882  0.71523  0.448
H  2.20217  2.59081  1.41720  0.450
H  0.43656  4.31186  1.30818  0.455
H  -2.15442  -0.82770  -2.40339  0.325
H  -3.53120  -2.55702  -1.31873  0.415

Results
Kohn-Sham gap ... 8.9 eV
Energy relative to the best compared isomer or geometry (same formula, charge and spin) ... 0.000 eV
Spin multiplicity ... 1

No. 2
C3H14N2O3 | ωB97M-V with the def2-TZVPD basis set

Last column: Mulliken charge in e.
Positions of all 22 atoms, in Å:
C  -1.45862  1.44717  -0.41716  -1.725
C  -0.61708  0.41958  0.30947  -0.007
N  -1.23037  -0.91147  0.56611  -0.320
C  -0.95465  -1.47963  1.77878  -0.184
N  -1.72547  -2.31014  2.34692  -0.670
H  -2.43621  0.98568  -0.62130  0.462
H  -1.01103  1.74235  -1.36441  0.515
H  -1.74731  2.30059  0.20078  0.227
H  0.27294  0.21024  -0.28895  -0.262
H  -0.28661  0.73672  1.29786  0.614
H  -2.17794  -1.04038  0.22126  0.250
H  -0.03460  -1.12500  2.24146  0.373
H  -1.37245  -2.63798  3.24385  0.248
H  -0.52266  -1.62703  -1.40598  0.334
H  -0.87683  -1.32900  -2.92071  0.529
O  -0.17382  -1.56565  -2.31120  -0.997
H  1.41143  0.99930  -1.61765  0.043
H  2.81526  1.35739  -1.92302  0.704
O  2.09287  1.65165  -1.33116  -0.714
H  2.89473  0.79380  -0.01633  0.289
H  3.78859  1.03418  1.26461  0.357
O  3.34981  0.34762  0.74676  -1.066

Results
Kohn-Sham gap (alpha / beta) ... 2.9 / 9.8 eV
Energy relative to the best compared isomer or geometry (same formula, charge and spin) ... 0.555 eV
Total charge ... -1
Expectation value of S² ... 0.75
Spin multiplicity ... 2

No. 3
C27H28N2O4P2PrS | ωB97M-V with the def2-TZVPD basis set

Last column: Mulliken charge in e.
Positions of all 65 atoms, in Å:
C  4.85660  0.00530  0.82830  -0.339
C  3.64078  0.59337  0.53080  -0.047
C  3.15660  0.54443  -0.82255  0.309
C  3.98020  -0.06119  -1.85485  0.784
C  5.25029  -0.60164  -1.49629  -0.846
C  5.65443  -0.60657  -0.15948  -0.846
C  3.46255  -0.02666  -3.17987  -1.045
C  2.41319  0.85446  -3.54687  1.161
C  1.64284  1.43947  -2.46930  0.198
C  0.52519  2.28690  -2.77863  -0.142
C  0.18078  2.51287  -4.09320  -0.402
C  0.91334  1.92957  -5.14198  -0.753
C  2.04383  1.16095  -4.88841  -0.961
H  5.22922  0.13305  1.85611  0.422
H  5.88423  -0.99758  -2.30269  0.434
H  6.62776  -1.00570  0.14956  0.385
H  4.03521  -0.52300  -3.98195  0.420
H  -0.61786  3.23294  -4.31444  0.420
H  0.59920  2.14216  -6.16615  0.401
H  2.67333  0.76619  -5.69521  0.422
N  1.91150  1.04000  -1.17892  -0.016
Pr  -0.04518  -1.21364  -0.15744  0.763
C  2.88088  1.31936  1.63895  -1.112
H  2.51777  2.29173  1.29160  0.398
H  3.45713  1.52694  2.55913  0.652
C  -0.23636  2.98143  -1.66984  -1.308
H  0.41345  3.47236  -0.92725  0.394
H  -0.89806  3.80861  -2.00049  0.610
P  1.42510  0.28356  1.99114  1.015
P  -1.15049  1.63622  -0.82459  1.222
C  -2.47530  1.39876  -2.09051  -1.382
H  -3.24451  0.74110  -1.66392  0.267
H  -2.93598  2.33813  -2.44636  0.427
H  -2.07594  0.87620  -2.96895  0.347
C  -2.01347  2.56563  0.48277  -1.173
H  -2.48675  3.49172  0.13427  0.451
H  -2.76187  1.91763  0.94687  0.207
H  -1.28511  2.81849  1.25811  0.306
C  2.20913  -1.25435  2.69767  -1.370
H  2.87798  -0.99631  3.53257  0.418
H  1.42070  -1.94502  3.03128  0.348
H  2.79251  -1.78440  1.93296  0.392
C  0.70835  1.10261  3.44169  -1.206
H  -0.04312  0.45002  3.88045  0.301
H  1.45968  1.37696  4.18713  0.457
H  0.19877  2.00603  3.10994  0.337
C  -0.73583  -1.56469  -2.61015  0.391
O  -1.20216  -1.90261  -3.64888  -0.423
H  0.72574  -1.60959  -2.47464  -0.132
O  -4.19899  0.04931  0.47821  -0.645
C  -3.58057  -0.82757  1.14672  0.359
N  -2.18098  -1.06304  1.11152  0.111
S  -1.63076  -2.27887  2.23775  1.107
O  -0.58500  -2.99476  1.37481  -0.652
O  -1.08480  -1.75020  3.48005  -0.591
C  -3.29234  -2.78401  2.54399  0.111
C  -3.79955  -3.80395  3.35292  -0.524
C  -5.21491  -4.06112  3.42071  -0.563
C  -6.10481  -3.21161  2.75182  -0.456
C  -5.59438  -2.10511  2.07310  -0.476
C  -4.21336  -1.85008  2.04446  -0.032
H  -3.09754  -4.43527  3.88693  0.447
H  -5.61101  -4.94779  3.95530  0.372
H  -7.18121  -3.44636  2.74234  0.392
H  -6.19011  -1.44177  1.47189  0.483

Results
Kohn-Sham gap (alpha / beta) ... 6.9 / 6.9 eV
Energy relative to the best compared isomer or geometry (same formula, charge and spin) ... 1.301 eV
Total charge ... +1
Expectation value of S² ... 2.01
Spin multiplicity ... 3

No. 4
C16H17N2O2PPdSe2 | ωB97M-V with the def2-TZVPD basis set

Last column: Mulliken charge in e.
Positions of all 41 atoms, in Å:
Pd  2.24357  -0.69218  -0.90100  -0.172
Se  1.16584  1.44428  -0.93943  0.044
P  -0.82945  0.50884  -1.04626  0.949
Se  0.03213  -1.51658  -1.33716  0.102
C  -1.75855  0.63465  0.45931  0.875
C  -1.95241  -0.43376  1.33100  -0.234
C  -2.71233  -0.24472  2.47541  -0.712
C  -3.26247  0.99971  2.74592  -0.443
C  -3.06502  2.06736  1.87536  -0.734
C  -2.32014  1.88924  0.72542  -0.464
C  -1.79448  0.98284  -2.44904  0.898
C  -3.07590  0.42343  -2.54764  -0.457
C  -3.86640  0.74051  -3.63517  -0.693
C  -3.39446  1.62478  -4.60113  -0.450
C  -2.13000  2.18780  -4.49267  -0.672
C  -1.31717  1.86341  -3.41923  -0.340
H  -1.52152  -1.40695  1.13352  0.272
H  -2.87713  -1.07075  3.15346  0.421
H  -3.85617  1.14180  3.63905  0.419
H  -3.50188  3.03268  2.09017  0.428
H  -2.19102  2.72155  0.04213  0.366
H  -3.46372  -0.23712  -1.78009  0.370
H  -4.85469  0.31168  -3.72650  0.425
H  -4.02456  1.87735  -5.44354  0.421
H  -1.77575  2.87676  -5.24671  0.419
H  -0.32301  2.28621  -3.35219  0.254
O  3.42785  -2.27746  -1.65784  -0.484
C  3.46154  -1.62193  -2.73255  0.463
O  2.73198  -0.53886  -2.78192  -0.318
H  4.05670  -1.90034  -3.60279  0.445
C  4.25753  -2.90104  3.19499  -0.872
N  3.69982  -1.54008  3.03781  0.000
C  4.00783  -0.52544  4.06874  -0.873
C  3.02665  -1.22847  1.99125  0.718
N  2.36342  -0.94352  1.07682  -0.376
H  3.91387  -3.30088  4.14630  0.328
H  5.34375  -2.84329  3.17542  0.332
H  3.90337  -3.53001  2.38335  0.343
H  3.68263  -0.91208  5.03189  0.328
H  3.46991  0.39024  3.84119  0.346
H  5.07984  -0.33965  4.07436  0.327

Results
Kohn-Sham gap ... 5.7 eV
Energy relative to the best compared isomer or geometry (same formula, charge and spin) ... 0.703 eV
Total charge ... +2
Spin multiplicity ... 1

No. 5
C20H30O19Rb3S | ωB97M-V with the def2-TZVPD basis set

Last column: Mulliken charge in e.
Positions of all 73 atoms, in Å:
Rb  -1.53916  -4.03334  -2.44537  1.102
Rb  -3.36600  -3.55989  1.47744  1.108
Rb  0.69107  -4.44626  1.18739  1.062
S  -0.87796  -1.55382  -0.14606  0.827
O  -0.53276  -0.15581  -0.16757  -0.052
O  -2.18992  -1.83550  -0.73957  -0.900
O  0.08210  -2.38215  -0.90889  -0.997
O  -0.89558  -2.07236  1.24736  -0.886
C  -2.62373  1.70773  -1.91817  -1.139
C  -1.63802  1.59725  -3.08057  0.453
C  -1.08350  0.16677  -3.36011  1.468
O  -1.12485  0.11943  -4.78299  -0.421
C  -1.85059  1.10517  -5.30067  0.448
O  -2.09074  1.28573  -6.45097  -0.555
O  -2.32346  1.90641  -4.29588  -0.469
H  -2.10867  2.09973  -1.03985  0.137
H  -3.04584  0.72501  -1.71153  0.165
H  -3.43405  2.40490  -2.12915  0.547
H  -0.83021  2.32584  -2.99222  0.393
H  -1.71497  -0.64094  -2.98805  0.056
H  -0.07594  0.21681  -2.96041  -1.105
C  3.43737  -2.51827  -1.10222  -0.982
C  2.88613  -2.83090  -2.49677  0.904
C  1.92903  -1.77833  -3.09549  1.122
O  2.51786  -1.47040  -4.34232  -0.394
C  3.64962  -2.18958  -4.52562  0.462
O  4.23887  -2.24219  -5.54205  -0.513
O  4.00103  -2.80337  -3.37897  -0.417
H  2.62328  -2.11398  -0.48710  -0.155
H  4.20478  -1.74796  -1.11553  0.342
H  3.80191  -3.39581  -0.56229  0.377
H  2.39817  -3.80943  -2.48180  0.105
H  1.76793  -0.91394  -2.46127  -0.937
H  0.98216  -2.31106  -3.22688  -0.102
C  4.16317  1.34289  0.56419  -1.617
C  2.74442  1.03360  0.10834  1.288
C  1.81691  2.22371  0.31453  0.431
O  1.38479  2.63517  -0.97694  -0.370
C  1.91106  1.79750  -1.91066  0.389
O  1.66320  1.85843  -3.06797  -0.478
O  2.76686  0.95074  -1.32872  -0.331
H  4.14056  1.54726  1.64062  0.382
H  4.48926  2.29404  0.14158  0.435
H  4.88943  0.55496  0.37944  0.287
H  2.34963  0.11325  0.53199  -0.349
H  2.33039  3.02336  0.84378  0.405
H  0.91366  1.90014  0.83336  -0.414
C  -2.86037  2.45052  2.57422  -1.223
C  -3.81968  1.60934  1.78032  0.630
C  -3.39595  0.18842  1.43737  1.487
O  -4.32545  -0.64363  2.16402  -0.285
C  -5.27287  0.12968  2.76335  0.406
O  -6.17100  -0.26086  3.41394  -0.545
O  -5.00798  1.41885  2.55072  -0.400
H  -2.72060  2.06640  3.59000  0.286
H  -3.21618  3.46959  2.71634  0.420
H  -1.88026  2.46033  2.09185  0.150
H  -4.07063  2.17073  0.87816  0.276
H  -2.38557  -0.10267  1.71130  -0.818
H  -3.51548  -0.00093  0.37496  -0.342
C  -0.79152  -0.54881  4.77442  -1.298
C  0.52513  -0.71013  4.02142  0.839
C  0.66603  0.36106  2.91274  1.054
O  1.81132  1.07732  3.23482  -0.331
C  2.38740  0.59642  4.36232  0.437
O  3.37209  1.04147  4.83144  -0.506
O  1.62987  -0.40964  4.86949  -0.432
H  -1.59734  -0.90378  4.12464  0.225
H  -1.05269  0.46893  5.06127  0.323
H  -0.77997  -1.14238  5.69057  0.405
H  0.61132  -1.68787  3.55380  0.024
H  -0.25504  0.93888  2.81329  -0.406
H  0.68676  -0.16784  1.95384  -0.489

Results
Kohn-Sham gap ... 7.0 eV
Energy relative to the best compared isomer or geometry (same formula, charge and spin) ... 0.000 eV
Total charge ... +1
Spin multiplicity ... 1